Molecular formula: C3H5BrI2O
Method: DFT, ωB97M-V with the def2-TZVPD basis set

Gap between HOMO and LUMO, eV: 9.5
Energy, hartree: -3361.913837
Maximum force, eV/Å: 3.50
HOMO level, eV: -9.586
Energy relative to the best compared isomer or geometry (same formula, charge and spin), kJ/mol: 35.7

Last column: Löwdin charge in e.
Cartesian coordinates (Å):
C: 1.6385 1.6266 0.3999  -0.090
C: 1.1951 0.2712 0.3099  -0.850
O: 0.0532 -0.0273 0.3425  0.003
I: 2.7099 -1.3066 -0.2502  0.676
H: 1.6462 1.8714 -0.6366  0.091
H: 1.0459 2.3589 0.8707  0.086
H: 2.6067 1.3628 0.8609  0.070
Br: -0.2246 -3.9064 -2.8406  0.510
C: -0.9751 -2.2140 -2.2283  -1.064
I: -0.4238 -0.4024 -3.3308  0.652
H: -2.0658 -2.3846 -2.3520  -0.012
H: -0.7256 -2.0196 -1.2208  -0.071